# 1
{"formula": "C31H31N2O4PdSi", "method": "ωB97M-V/def2-TZVPD", "energy_ha": -2027.4453, "orbital_gap_ev": [7.16, 5.08], "charge": 1, "spin_multiplicity": 5, "e_above_lowest_ev": 0.000, "symbols": ["Pd", "C", "O", "C", "C", "C", "C", "C", "C", "N", "N", "C", "O", "C", "C", "C", "C", "C", "C", "C", "O", "H", "H", "H", "H", "H", "H", "H", "H", "H", "H", "H", "H", "C", "C", "C", "C", "Si", "O", "C", "C", "C", "C", "C", "C", "C", "C", "C", "C", "C", "C", "H", "H", "H", "H", "H", "H", "H", "H", "H", "H", "H", "H", "H", "H", "H", "H", "H", "H", "H"], "xyz": [[-0.59685, 0.79130, 0.79727], [-1.83199, 4.61246, -1.13809], [-0.57723, 5.31970, -0.96955], [0.40015, 4.94827, -0.19627], [1.52947, 5.81100, -0.20829], [2.63374, 5.52507, 0.53088], [2.66647, 4.34913, 1.31336], [1.61284, 3.44586, 1.34422], [1.79065, 2.31341, 2.18586], [0.95251, 1.29196, 2.25238], [1.29681, 0.38994, 3.13918], [0.35776, -0.68263, 3.18099], [-0.66139, -0.70180, 2.49119], [0.68237, -1.75337, 4.12111], [1.89706, -1.77977, 4.81210], [2.17228, -2.83179, 5.66853], [1.23750, -3.84296, 5.84572], [0.02460, -3.81632, 5.16370], [-0.25331, -2.77724, 4.29926], [0.39952, 3.71838, 0.59241], [-0.62071, 2.99845, 0.59300], [-2.40798, 5.25825, -1.79067], [-1.64399, 3.64856, -1.60336], [-2.32105, 4.48439, -0.17816], [1.47117, 6.69797, -0.82505], [3.48428, 6.19124, 0.52163], [3.54395, 4.14007, 1.91292], [2.67033, 2.27358, 2.82258], [2.61367, -0.98412, 4.67036], [3.11359, -2.86409, 6.19966], [1.45322, -4.65926, 6.52275], [-0.69689, -4.60856, 5.30975], [-1.18627, -2.73942, 3.75386], [2.34934, -1.32385, -2.12573], [1.08672, -1.84031, -1.41641], [1.41810, -1.99089, 0.07433], [0.71974, -3.20710, -2.00625], [-0.24489, -0.53534, -1.71474], [0.24979, 0.91312, -1.11919], [-1.81359, -0.85490, -0.67351], [-2.62085, 0.28164, -0.43029], [-3.71224, 0.22937, 0.44518], [-4.02556, -0.95776, 1.07662], [-3.26879, -2.10010, 0.81747], [-2.17706, -2.04711, -0.02938], [-0.67366, -0.50436, -3.52465], [-1.63926, -1.35921, -4.06313], [-1.90303, -1.37622, -5.42532], [-1.20637, -0.52778, -6.27521], [-0.25238, 0.33837, -5.76036], [0.00812, 0.35056, -4.39681], [3.17455, -2.03143, -1.99259], [2.66374, -0.35748, -1.72567], [2.19035, -1.21074, -3.20107], [2.24874, -2.69096, 0.21531], [0.57808, -2.36153, 0.66598], [1.74230, -1.03126, 0.49390], [1.52012, -3.92986, -1.81629], [0.57898, -3.14886, -3.08688], [-0.19598, -3.62336, -1.57839], [-2.45643, 1.18007, -1.01763], [-4.32206, 1.10965, 0.60473], [-4.86800, -1.00652, 1.75395], [-3.53428, -3.03698, 1.29114], [-1.59776, -2.94568, -0.19551], [-2.19714, -2.02431, -3.41065], [-2.65288, -2.04678, -5.82528], [-1.41039, -0.53998, -7.33821], [0.28672, 1.00404, -6.42246], [0.75088, 1.03618, -4.00225]], "forces_ev_per_a": [[0.0, 0.2, 0.4], [0.0, 0.0, 0.0], [-0.2, 0.1, 0.0], [0.2, 0.0, 0.0], [-0.2, 0.0, 0.0], [0.1, -0.1, 0.1], [0.0, 0.1, -0.1], [0.0, 0.0, 0.0], [-0.2, 0.0, -0.1], [0.3, -0.1, 0.1], [-0.3, -0.2, -0.1], [0.1, 0.1, 0.1], [0.1, 0.0, 0.1], [0.0, 0.0, 0.0], [0.0, 0.0, 0.0], [0.0, 0.0, 0.0], [0.0, 0.0, 0.0], [0.0, 0.0, 0.0], [0.0, 0.0, 0.0], [0.2, 0.1, 0.1], [-0.1, -0.1, -0.2], [0.0, 0.0, 0.0], [0.0, 0.0, 0.0], [0.0, 0.0, 0.0], [0.0, 0.0, 0.0], [0.0, 0.0, 0.0], [0.0, 0.0, 0.0], [0.0, 0.0, 0.0], [0.0, 0.0, 0.0], [0.0, 0.0, 0.0], [0.0, 0.0, 0.0], [0.0, 0.0, 0.0], [0.0, 0.0, 0.0], [0.0, 0.0, -0.1], [0.2, -0.2, 0.1], [0.0, 0.1, 0.0], [-0.1, 0.0, 0.0], [0.3, 0.0, -0.1], [-0.2, -0.1, 0.0], [0.0, 0.1, 0.0], [-0.1, 0.0, -0.1], [0.0, 0.0, 0.0], [0.0, -0.1, 0.0], [0.0, 0.0, 0.0], [0.0, 0.1, 0.0], [-0.1, 0.2, -0.1], [0.0, 0.0, 0.0], [0.0, 0.0, 0.0], [0.0, 0.0, 0.0], [0.0, 0.0, 0.0], [0.0, 0.0, 0.0], [0.0, 0.0, 0.0], [0.0, 0.0, 0.0], [0.0, 0.0, 0.0], [0.0, 0.0, -0.1], [-0.1, 0.0, 0.0], [0.0, 0.0, 0.0], [0.0, 0.0, 0.0], [0.0, 0.0, 0.0], [0.0, 0.0, 0.0], [0.0, 0.0, 0.0], [0.0, 0.0, 0.0], [0.0, 0.0, 0.0], [0.0, 0.0, 0.0], [0.0, 0.0, 0.0], [0.0, 0.0, 0.0], [0.0, 0.0, 0.0], [0.0, 0.0, 0.0], [0.0, 0.0, 0.0], [0.0, 0.0, 0.0]]}

# 2
{"formula": "C25H24N4O3S", "method": "ωB97M-V/def2-TZVPD", "energy_ha": -1810.0721, "orbital_gap_ev": 8.10, "e_above_lowest_ev": 0.000, "symbols": ["C", "C", "N", "N", "C", "C", "C", "O", "N", "H", "C", "H", "H", "C", "N", "C", "O", "S", "C", "C", "C", "C", "C", "C", "C", "C", "H", "H", "H", "H", "H", "H", "C", "O", "H", "H", "C", "H", "H", "H", "C", "C", "C", "C", "C", "C", "C", "H", "H", "H", "H", "H", "H", "H", "H", "H", "H"], "xyz": [[0.04153, 1.54372, -1.01840], [-0.75010, 0.84036, 0.02314], [-1.99251, 1.18336, 0.29423], [-2.41841, 0.36754, 1.26193], [-1.47405, -0.51464, 1.64039], [-0.35893, -0.25278, 0.84443], [0.94025, -0.92234, 0.80772], [1.94724, -0.41755, 0.33553], [0.96459, -2.17592, 1.36458], [0.08647, -2.66225, 1.45414], [2.14038, -3.00066, 1.23039], [2.99894, -2.32558, 1.18080], [2.23324, -3.65360, 2.10118], [2.09108, -3.84674, -0.05279], [1.84657, -2.97600, -1.18471], [0.56947, -2.67052, -1.55335], [-0.43522, -3.17323, -1.12712], [0.60482, -1.41541, -2.81193], [2.34304, -1.23402, -2.67527], [3.16503, -0.32865, -3.23927], [2.88698, 0.76116, -4.13913], [1.62890, 1.00047, -4.70081], [1.43048, 2.07327, -5.54694], [2.47767, 2.92809, -5.85390], [3.73285, 2.70123, -5.31025], [3.93687, 1.63011, -4.46508], [4.91501, 1.45672, -4.04068], [4.55246, 3.36281, -5.54900], [2.31717, 3.76581, -6.51604], [0.45280, 2.24480, -5.97213], [0.80757, 0.33767, -4.47962], [4.20267, -0.43759, -2.94026], [2.87854, -2.22868, -1.73366], [4.04095, -2.41626, -1.47457], [1.27753, -4.57516, -0.01172], [3.04752, -4.34729, -0.21325], [-1.70339, -1.48058, 2.74705], [-2.39768, -1.06238, 3.47350], [-0.76719, -1.69967, 3.25510], [-2.12677, -2.41300, 2.36792], [-3.74232, 0.53719, 1.79919], [-3.72061, 1.13047, 3.18793], [-2.86012, 2.18264, 3.47599], [-2.82954, 2.73191, 4.74474], [-3.66225, 2.23939, 5.73592], [-4.52615, 1.19552, 5.45327], [-4.55291, 0.64089, 4.18518], [-5.22672, -0.17651, 3.96859], [-5.17834, 0.80826, 6.22207], [-3.63848, 2.66859, 6.72640], [-2.15561, 3.54759, 4.96005], [-2.21485, 2.56731, 2.69990], [-4.25554, 1.21879, 1.11386], [-4.26845, -0.42268, 1.80049], [1.09275, 1.29233, -0.91646], [-0.09301, 2.61821, -0.91883], [-0.30221, 1.25344, -2.01045]], "forces_ev_per_a": [[0.0, 0.1, -0.1], [0.0, -0.3, 0.3], [0.0, 0.7, -0.6], [0.5, -0.5, 0.0], [0.3, 0.1, -0.1], [-0.5, 0.3, 0.0], [0.0, -0.2, 0.4], [0.1, 0.1, -0.1], [0.0, -0.1, 0.1], [0.0, 0.1, -0.1], [0.2, -0.1, -0.2], [-0.1, -0.2, 0.1], [0.1, 0.0, 0.0], [0.1, 0.0, 0.3], [0.2, -0.4, 0.3], [-0.1, 0.2, -0.5], [-0.2, -0.1, 0.1], [-0.2, 0.1, -0.1], [0.1, 0.7, -0.5], [-0.2, -0.8, 0.6], [-0.1, 0.5, -0.4], [0.2, -0.1, 0.1], [-0.1, 0.1, -0.1], [0.0, 0.0, 0.0], [0.0, 0.1, -0.1], [-0.2, -0.2, 0.1], [0.1, 0.0, 0.1], [0.1, 0.0, 0.0], [0.0, 0.1, -0.1], [-0.1, 0.0, 0.0], [-0.1, 0.0, -0.1], [0.0, -0.1, 0.0], [0.3, -0.2, 0.0], [0.0, 0.0, 0.1], [0.1, 0.1, 0.0], [-0.1, 0.0, 0.0], [-0.1, 0.0, 0.0], [0.0, -0.1, 0.1], [0.0, 0.0, 0.0], [0.0, -0.1, 0.0], [-0.4, 0.1, 0.1], [-0.1, 0.0, 0.1], [0.0, 0.0, 0.0], [0.0, 0.0, 0.0], [0.0, 0.0, 0.1], [0.0, 0.0, 0.1], [0.0, 0.0, -0.1], [-0.1, -0.1, 0.0], [0.0, 0.0, 0.1], [0.0, 0.0, 0.1], [0.1, 0.1, 0.0], [0.1, 0.0, -0.1], [0.1, -0.2, 0.0], [0.0, 0.1, 0.0], [0.0, 0.0, -0.1], [0.0, 0.1, 0.0], [0.0, 0.0, 0.0]]}

# 3
{"formula": "C2H4CuLiO2", "method": "ωB97M-V/def2-TZVPD", "energy_ha": -1876.7327, "orbital_gap_ev": [9.04, 8.26], "charge": 1, "spin_multiplicity": 2, "e_above_lowest_ev": 1.666, "symbols": ["O", "C", "C", "O", "Cu", "Li", "H", "H", "H", "H"], "xyz": [[1.14384, -0.14300, 0.97371], [-0.45327, 0.12619, 0.75198], [-0.73266, -0.08825, -0.71020], [0.62362, 0.14371, -1.04946], [1.84595, -1.59379, -0.38555], [1.73462, 1.38875, -0.08075], [-1.19563, -0.44600, 1.33037], [-0.58232, 1.06317, 1.31305], [-1.36417, 0.67076, -1.18684], [-1.01999, -1.12152, -0.95632]], "forces_ev_per_a": [[-2.9, -0.4, -0.9], [0.0, -0.4, 2.7], [1.5, 0.7, 0.8], [1.4, -0.1, -2.5], [-0.7, 0.9, 0.5], [-0.4, -0.4, 0.2], [1.1, -0.9, 0.4], [0.2, 0.5, -1.3], [-0.1, -0.3, 0.1], [-0.2, 0.4, 0.1]]}

# 4
{"formula": "C42H67ClN2O2Si4TaTe", "method": "ωB97M-V/def2-TZVPD", "energy_ha": -3843.7812, "orbital_gap_ev": 7.39, "charge": 1, "e_above_lowest_ev": 1.808, "symbols": ["Ta", "C", "C", "C", "C", "C", "C", "C", "C", "C", "C", "C", "C", "N", "C", "C", "N", "C", "C", "C", "C", "C", "C", "C", "C", "C", "C", "C", "C", "H", "H", "H", "H", "H", "H", "H", "H", "H", "H", "H", "H", "H", "H", "H", "H", "H", "H", "H", "H", "H", "H", "H", "H", "H", "H", "H", "H", "H", "H", "H", "H", "H", "H", "H", "H", "C", "Si", "C", "C", "Si", "Te", "Si", "C", "C", "C", "Si", "C", "C", "C", "H", "H", "H", "H", "H", "H", "H", "H", "H", "H", "H", "H", "H", "H", "H", "H", "H", "H", "H", "H", "H", "H", "H", "H", "H", "H", "H", "Cl", "C", "C", "C", "C", "C", "C", "C", "O", "O", "H", "H", "H", "H"], "xyz": [[0.91610, 0.43349, -1.22307], [4.54967, 2.16206, -0.23733], [3.33911, 1.71742, 0.58391], [2.92404, 2.80510, 1.57712], [3.60075, 0.38153, 1.25882], [4.57340, 0.42807, 2.25210], [5.00813, -0.70278, 2.90379], [4.44364, -1.90855, 2.55552], [3.44519, -2.02924, 1.58742], [2.95625, -3.46953, 1.44937], [3.74066, -4.27866, 0.41151], [1.45429, -3.67143, 1.30702], [3.02087, -0.85857, 0.91671], [1.98850, -0.88067, -0.09202], [1.99497, -1.72701, -1.17873], [0.86722, -1.84026, -1.98823], [-0.28603, -1.11418, -1.71355], [-1.56907, -1.60355, -2.20037], [-2.43038, -0.93454, -3.10822], [-3.62093, -1.58446, -3.44920], [-3.99131, -2.81689, -2.96052], [-3.15717, -3.43766, -2.06078], [-1.96709, -2.84595, -1.66271], [-1.15829, -3.60383, -0.63088], [-2.01050, -4.04136, 0.56415], [-0.49743, -4.83323, -1.26270], [-2.29129, 0.36211, -3.90999], [-1.56507, 0.09947, -5.23145], [-1.86793, 1.64847, -3.21356], [4.35786, 3.12855, -0.70568], [4.78850, 1.44076, -1.01814], [5.42449, 2.26792, 0.40436], [2.49666, 1.62392, -0.10347], [3.74903, 3.09946, 2.22625], [2.10212, 2.46817, 2.21053], [2.59725, 3.69632, 1.03743], [5.01003, 1.38354, 2.50380], [5.76486, -0.64734, 3.67276], [4.76516, -2.80680, 3.06591], [3.22165, -3.90956, 2.41240], [3.54448, -3.94971, -0.60842], [3.45694, -5.33052, 0.47186], [4.81444, -4.20713, 0.58484], [1.16756, -3.69486, 0.26129], [0.88011, -2.89090, 1.81073], [1.17114, -4.63263, 1.73788], [2.92493, -2.15844, -1.53532], [0.95535, -2.38332, -2.92583], [-4.27845, -1.09136, -4.15342], [-4.91898, -3.27523, -3.27264], [-3.43173, -4.39530, -1.64298], [-0.39485, -2.92564, -0.24579], [-2.65715, -4.88221, 0.31448], [-2.64033, -3.22960, 0.92771], [-1.36266, -4.36699, 1.37877], [-1.25380, -5.46134, -1.73616], [0.00860, -5.43692, -0.50936], [0.22991, -4.56667, -2.03068], [-3.32433, 0.57140, -4.19802], [-0.51698, -0.11310, -5.06993], [-1.64381, 0.97021, -5.88509], [-2.01601, -0.75054, -5.74527], [-2.30719, 1.72873, -2.22273], [-2.22474, 2.49693, -3.80155], [-0.79216, 1.78454, -3.13057], [-2.59720, -1.29803, 2.53047], [-2.00160, 0.12268, 3.59989], [-3.10311, 0.32734, 5.10523], [-0.22601, -0.18771, 4.12041], [-2.14755, 2.12530, 2.36856], [-0.43540, 1.67133, 0.50269], [-4.11589, 2.34605, 1.08706], [-3.90764, 3.79316, -0.08533], [-5.53582, 2.64526, 2.27501], [-4.40801, 0.74745, 0.14160], [-1.36214, 4.03960, 3.49258], [-2.78169, 4.52771, 4.61951], [0.15495, 3.60596, 4.51636], [-0.99841, 5.40994, 2.26769], [-2.29291, -2.24004, 2.99267], [-2.17368, -1.26956, 1.52471], [-3.68273, -1.30869, 2.43694], [-3.21261, -0.64204, 5.59732], [-4.10252, 0.68239, 4.85650], [-2.66895, 1.01539, 5.83048], [-0.13811, -1.21159, 4.49088], [0.08686, 0.48097, 4.92115], [0.47699, -0.07686, 3.29258], [-3.89632, 4.74335, 0.44848], [-4.73780, 3.81876, -0.79412], [-2.98342, 3.72243, -0.66068], [-5.39689, 3.53044, 2.89231], [-5.69982, 1.79250, 2.93318], [-6.45084, 2.79082, 1.69579], [-3.48892, 0.25356, -0.17466], [-4.99795, 0.95400, -0.75405], [-4.96817, 0.03622, 0.74879], [-2.99483, 3.76745, 5.37048], [-3.69957, 4.73663, 4.07306], [-2.50195, 5.44249, 5.14843], [-0.12266, 3.49178, 5.56519], [0.89175, 4.40812, 4.45524], [0.64539, 2.68456, 4.20730], [-1.91763, 5.86692, 1.90194], [-0.43520, 5.05662, 1.40324], [-0.40715, 6.18933, 2.75145], [5.84064, -1.22315, -7.57672], [4.82355, -0.62880, -6.31803], [5.37016, -0.38543, -5.06343], [4.55323, 0.08948, -4.05755], [3.20009, 0.31275, -4.30861], [2.66505, 0.06779, -5.57213], [3.47789, -0.40426, -6.58299], [2.34916, 0.80163, -3.23177], [2.81432, 1.06847, -2.07721], [1.08566, 0.92356, -3.33822], [6.42112, -0.56751, -4.89458], [4.95246, 0.28932, -3.07172], [1.61573, 0.25355, -5.75637], [3.08788, -0.59907, -7.57110]], "forces_ev_per_a": [[-0.1, -2.2, 0.1], [0.1, 0.0, 0.0], [-0.1, 0.0, 0.2], [0.0, 0.0, 0.0], [0.1, 0.1, 0.0], [0.0, 0.1, 0.0], [0.0, 0.0, -0.1], [0.0, 0.0, 0.0], [0.0, -0.1, 0.0], [0.0, 0.0, 0.1], [0.0, 0.0, 0.0], [0.1, 0.1, -0.1], [0.0, 0.0, -0.1], [-0.3, 0.5, -0.6], [0.0, 0.2, 0.1], [-0.1, 0.2, 0.0], [0.4, 0.8, -0.4], [-0.1, 0.0, 0.3], [0.1, 0.0, 0.1], [0.0, -0.1, 0.0], [0.0, 0.0, 0.0], [0.0, 0.0, 0.0], [0.0, -0.1, 0.0], [0.0, 0.1, 0.0], [-0.1, 0.0, 0.0], [0.0, 0.0, 0.0], [-0.1, 0.1, 0.0], [-0.1, 0.1, 0.0], [0.2, 0.1, 0.0], [0.0, 0.0, 0.0], [0.0, 0.1, 0.2], [0.0, 0.0, 0.1], [0.2, 0.2, 0.3], [0.0, 0.0, 0.0], [0.0, 0.0, 0.0], [0.0, 0.0, 0.0], [0.0, 0.1, 0.0], [0.0, 0.0, 0.0], [0.0, 0.0, 0.0], [0.0, 0.0, 0.0], [0.0, 0.0, 0.0], [0.0, 0.0, 0.0], [0.0, 0.0, 0.0], [0.1, 0.0, 0.1], [0.0, 0.0, 0.0], [0.0, 0.0, 0.0], [0.0, 0.0, 0.1], [0.0, 0.0, 0.0], [0.0, 0.0, 0.0], [0.0, 0.0, 0.0], [0.0, -0.1, 0.0], [-0.2, -0.1, -0.1], [0.0, 0.0, 0.0], [0.0, -0.1, -0.1], [0.0, 0.0, 0.0], [0.0, 0.0, 0.0], [0.0, 0.0, 0.0], [0.0, 0.0, 0.0], [0.0, 0.0, 0.0], [0.3, -0.1, 0.1], [0.0, 0.0, 0.0], [0.0, 0.0, 0.0], [-0.1, 0.0, 0.1], [0.0, 0.0, 0.0], [-0.1, -0.1, 0.0], [0.1, 0.1, 0.1], [0.1, 0.0, 0.0], [0.1, -0.1, 0.0], [-0.1, 0.0, 0.0], [-0.2, -0.1, 0.1], [-0.2, 0.7, 0.2], [0.0, -0.1, 0.0], [0.0, -0.1, 0.0], [0.0, 0.0, -0.2], [0.0, 0.1, 0.0], [0.0, 0.0, -0.1], [0.2, 0.1, 0.0], [0.0, 0.0, 0.0], [0.0, -0.1, 0.0], [0.0, 0.0, 0.0], [0.1, 0.1, 0.0], [-0.1, 0.0, 0.0], [0.0, 0.0, 0.0], [-0.1, 0.0, -0.1], [0.0, 0.1, 0.0], [0.0, 0.0, 0.0], [0.0, 0.1, 0.0], [0.0, 0.0, -0.1], [0.0, 0.0, 0.0], [0.0, 0.0, 0.0], [0.0, 0.0, 0.0], [0.0, 0.1, 0.0], [0.0, -0.1, 0.0], [0.0, 0.0, 0.0], [0.1, 0.0, -0.1], [0.0, 0.0, 0.0], [0.0, 0.0, 0.0], [0.0, -0.1, 0.0], [0.0, 0.0, -0.1], [0.0, 0.0, 0.0], [0.0, 0.0, 0.0], [0.0, 0.0, 0.0], [0.0, 0.0, -0.1], [-0.1, 0.0, 0.0], [0.1, 0.0, 0.0], [0.0, 0.0, 0.0], [0.0, 0.0, 0.0], [0.0, 0.0, 0.0], [0.0, 0.0, -0.1], [0.0, 0.0, 0.0], [0.1, 0.1, -0.2], [0.0, 0.0, 0.0], [0.0, 0.0, 0.0], [0.3, 0.3, -0.4], [-0.3, -0.5, -0.1], [-0.2, -0.4, 0.0], [0.0, 0.0, 0.0], [0.0, 0.0, 0.0], [0.0, 0.0, 0.0], [0.0, 0.0, 0.0]]}